The following is a quantum chemistry calculation of the molecule C33H27N3O4 in a non-equilibrium geometry, from the Open Molecules 2025 dataset.

Structure (ORCA input):
```
! wB97M-V def2-TZVPD RIJCOSX def2/J DEFGRID3
* xyz 0 1
C 0.9699 4.5122 -3.4933
C -0.1642 3.5389 -3.8208
C -0.8117 3.9318 -5.1227
O 0.3264 2.1207 -3.9352
C 0.9816 1.8707 -2.6805
O 2.2086 1.8142 -2.5132
C -0.0341 1.6096 -1.5799
C 0.1441 1.0593 -0.2598
C 0.3171 2.0496 0.8225
C 0.7104 3.4022 0.6232
C 0.9132 4.2367 1.7289
C 0.7035 3.7780 3.0480
C 0.1599 2.4957 3.2065
C -0.1237 1.6997 2.0997
C -0.0620 -0.4141 0.1230
N -0.6482 -1.2719 -0.8188
C -0.5470 -1.3744 -2.2397
C 0.4691 -0.8447 -3.0309
C 0.3511 -0.9268 -4.4237
C -0.6185 -1.7759 -4.9750
C -1.5188 -2.4852 -4.1690
C -1.4919 -2.2543 -2.8011
N -1.2353 -2.3377 -0.2175
C -0.8069 -2.3578 1.0388
C -1.0396 -3.5272 1.8859
C -2.3045 -4.1219 1.7147
C -2.6026 -5.2982 2.4224
C -1.6754 -5.8435 3.3331
C -0.4306 -5.2134 3.5019
C -0.0749 -4.0891 2.7585
N -0.0151 -1.2813 1.2958
C 0.7996 -1.0602 2.4566
C 2.1772 -0.7436 2.4773
C 2.8456 -0.5629 3.7286
C 2.1150 -0.7227 4.9117
C 0.7587 -1.0313 4.8859
C 0.1374 -1.1955 3.6652
C -1.1556 2.6116 -1.7310
O -2.0799 2.6581 -0.9323
O -1.1797 3.5460 -2.7723
H 1.5564 4.2059 -2.6241
H 1.7559 4.5518 -4.2662
H 0.6206 5.5438 -3.3065
H -1.5718 3.1916 -5.3174
H -1.2486 4.9352 -5.0783
H -0.0921 3.8203 -5.9323
H 0.9544 3.7528 -0.3956
H 1.3684 5.2263 1.5957
H 0.9373 4.3865 3.9270
H 0.0001 2.0340 4.1870
H -0.6139 0.7368 2.2225
H 1.1771 -0.4368 0.1191
H 1.3197 -0.3890 -2.4850
H 1.0367 -0.3191 -5.0448
H -0.6458 -1.8582 -6.0480
H -2.2532 -3.1844 -4.5745
H -2.1418 -2.7817 -2.0857
H -2.9803 -3.6741 0.9625
H -3.5950 -5.7333 2.2592
H -2.0051 -6.6432 4.0089
H 0.2833 -5.5958 4.2219
H 0.9415 -3.6639 2.7752
H 2.8382 -0.7396 1.6012
H 3.9420 -0.3158 3.8020
H 2.6307 -0.5444 5.8621
H 0.1927 -1.1717 5.7889
H -0.8757 -1.5357 3.6140
*
```

SMILES string: CC1(C)OC(=O)C(=C(c2ccccc2)[C@@H]2N(c3ccccc3)N=C(c3ccccc3)N2c2ccccc2)C(=O)O1
Total energy: -1738.724588 Eh
Highest occupied orbital energy: -6.90 eV
LUMO level: -1.65 eV
ΔE to the lowest compared entry with this formula, charge and spin: 1.9964 eV